{
  "formula": "C2H3N3O2",
  "method": "ωB97M-V/def2-TZVPD",
  "de_lowest_kj_mol": 398.2,
  "charge": 0,
  "orbital_gap_ev": 10.2139,
  "lumo_ev": 0.71,
  "elements": ["N", "C", "O", "N", "C", "N", "H", "H", "H", "O"],
  "coordinates": [[1.48, -0.57, -0.31], [0.97, 0.45, -1.06], [-1.95, 0.94, 0.32], [1.58, -0.29, 1.03], [-2.57, 0.06, -0.14], [0.00, -0.35, -1.03], [0.64, 0.17, 1.44], [1.81, -1.08, 1.52], [1.26, 1.44, -1.21], [-3.21, -0.76, -0.56]]
}

{
  "formula": "C4H4CaO",
  "method": "ωB97M-V/def2-TZVPD",
  "de_lowest_kj_mol": 0.0,
  "charge": 2,
  "orbital_gap_ev": [4.8856, 4.8867],
  "lumo_ev": [-10.33, -10.33],
  "elements": ["C", "H", "C", "C", "Ca", "H", "O", "H", "H", "C"],
  "coordinates": [[-1.51, 0.81, 1.92], [-2.06, 1.06, -1.05], [-3.52, -0.47, -0.65], [-2.44, 0.68, 1.05], [0.92, 2.15, 3.71], [-3.54, -1.51, -0.31], [-0.63, 1.03, 2.69], [-4.03, -0.25, -1.59], [-3.46, -0.04, 1.31], [-2.42, 0.30, -0.35]]
}

{
  "formula": "C2H4N2OS",
  "method": "ωB97M-V/def2-TZVPD",
  "de_lowest_kj_mol": 162.3,
  "charge": 0,
  "orbital_gap_ev": 8.9787,
  "lumo_ev": 0.64,
  "elements": ["N", "O", "C", "S", "N", "H", "H", "C", "H", "H"],
  "coordinates": [[-0.35, 0.73, -1.28], [0.26, 2.31, 0.42], [-0.17, -1.17, 0.46], [-0.21, -0.99, -1.42], [0.17, 0.07, 0.86], [-1.23, -1.48, 0.73], [0.61, -1.85, 0.65], [0.11, 1.21, 0.06], [0.70, 0.11, 1.65], [0.12, 1.05, -2.13]]
}

{
  "formula": "C33H35F4I4N3O8S2",
  "method": "ωB97M-V/def2-TZVPD",
  "charge": 0,
  "orbital_gap_ev": 7.2569,
  "lumo_ev": -1.48,
  "elements": ["C", "H", "C", "H", "C", "H", "C", "F", "C", "C", "F", "H", "C", "H", "H", "H", "H", "C", "N", "H", "C", "F", "C", "I", "H", "H", "O", "O", "H", "H", "C", "H", "C", "C", "C", "F", "C", "H", "H", "H", "C", "H", "O", "C", "C", "H", "H", "C", "N", "C", "H", "C", "H", "C", "H", "C", "H", "C", "H", "H", "O", "H", "O", "C", "I", "C", "S", "H", "N", "I", "I", "C", "O", "O", "H", "S", "C", "C", "H", "H", "C", "H", "H", "C", "H", "O", "H", "C", "C"],
  "coordinates": [[0.79, -1.91, -2.29], [-3.27, -6.67, 4.12], [0.74, 0.75, 0.99], [1.38, -2.26, -4.32], [-2.71, -4.12, -0.04], [2.40, 8.14, 1.05], [0.12, 4.46, 1.61], [-0.35, 4.25, 0.38], [-0.66, -2.82, -3.93], [-1.01, -5.65, -0.61], [0.11, 0.16, 3.21], [-0.91, -0.40, 1.64], [-2.52, -2.70, -0.58], [3.91, 7.81, 0.19], [0.20, 10.73, 0.69], [-2.18, -2.12, 0.28], [3.75, 9.30, 1.13], [-4.28, -2.63, -3.22], [3.79, 0.96, -1.95], [-2.47, 1.09, 2.01], [-2.04, -9.04, 2.90], [-0.90, 4.41, 2.47], [2.60, 2.01, -0.07], [-5.82, -3.10, -4.67], [-3.05, -0.83, -3.48], [4.43, 2.37, 2.58], [-1.45, -4.70, 0.25], [-4.02, -6.59, 1.11], [-0.85, -3.12, -4.95], [-2.24, -10.09, 2.69], [1.95, -0.19, -0.91], [-4.71, -2.98, -2.29], [1.58, 1.89, 0.91], [4.91, 2.02, 1.67], [-1.47, -2.57, -1.66], [0.66, 5.67, 1.69], [2.77, 0.93, -0.95], [-1.42, 2.30, 1.28], [-1.44, 2.04, 3.05], [1.50, 10.70, -1.45], [-4.06, -1.11, -3.20], [-1.68, -6.51, -0.72], [-0.03, -2.22, 1.04], [4.90, 0.52, -1.71], [0.59, -2.33, -3.60], [1.71, 10.29, 1.50], [-2.89, -3.29, -4.67], [-1.49, 1.56, 2.08], [-2.66, -8.20, 1.89], [-0.41, 0.50, 1.97], [-3.25, -4.03, 0.91], [3.60, 3.12, -0.33], [-2.38, -8.32, 0.93], [3.22, 8.59, 0.49], [-2.43, -8.80, 3.88], [-3.60, -7.23, 2.06], [-4.55, -7.88, 3.89], [-4.09, -6.98, 3.47], [-3.33, -4.75, -0.67], [-4.83, -6.19, 3.44], [3.15, -1.71, -2.31], [3.95, 2.96, -1.34], [2.65, 3.92, 2.22], [0.18, -1.59, 0.04], [-3.26, -5.52, -3.40], [0.96, -0.28, 0.07], [1.43, 3.19, 2.14], [4.49, 1.07, 1.35], [1.81, 10.29, -0.59], [5.65, 4.92, 1.30], [2.72, 5.04, -0.68], [-1.70, -2.92, -3.00], [3.05, 8.93, -1.87], [0.04, -5.58, -1.18], [-4.73, -0.59, -3.88], [6.31, -0.07, -1.47], [2.09, -1.32, -1.89], [1.29, 10.83, 0.66], [5.70, 2.77, -0.13], [-0.96, -8.89, 2.91], [-0.21, -2.04, -1.33], [-4.26, -0.70, -2.21], [-3.48, -2.26, -0.86], [2.70, 9.27, -0.76], [1.54, 11.88, 0.75], [0.90, 2.66, 3.36], [5.95, 1.82, 1.93], [4.90, 3.05, 0.55], [-3.00, -3.40, -3.60]]
}

{
  "formula": "C9H27ClN2O8P3S",
  "method": "ωB97M-V/def2-TZVPD",
  "charge": 1,
  "orbital_gap_ev": 7.1777,
  "lumo_ev": -4.32,
  "elements": ["O", "C", "C", "O", "H", "P", "H", "N", "H", "H", "H", "C", "H", "P", "C", "H", "H", "H", "Cl", "H", "S", "H", "H", "H", "H", "C", "C", "H", "C", "H", "H", "O", "P", "H", "N", "O", "H", "O", "C", "C", "O", "O", "H", "H", "H", "H", "H", "H", "H", "H", "O"],
  "coordinates": [[-0.49, -0.18, 0.89], [5.67, -3.89, -1.03], [-0.77, -2.52, -0.98], [-2.66, -1.15, 0.91], [-3.82, 3.26, -1.71], [-1.08, -1.45, 1.42], [2.07, -2.38, 2.66], [-3.09, 4.92, -0.83], [4.75, 1.67, -0.47], [-2.41, 4.85, -1.59], [-3.33, -3.13, 1.15], [5.64, 1.34, -0.99], [5.65, -4.74, -0.36], [5.39, -1.22, -0.47], [-5.05, 3.85, 0.08], [5.42, 1.13, -2.04], [-3.75, -2.32, -0.38], [-5.82, 3.20, -0.32], [-4.07, 4.83, 2.32], [5.19, -4.19, -1.96], [-2.75, 1.81, 3.34], [6.71, -3.61, -1.23], [1.73, -0.80, 1.96], [-3.65, 1.00, 0.86], [6.39, 2.14, -0.95], [4.96, -1.51, -3.07], [1.44, -1.84, 1.96], [-0.84, -1.46, -1.25], [-5.87, 2.92, 2.20], [5.22, -2.40, -3.64], [3.94, -1.60, -2.69], [4.00, -0.68, -0.34], [-3.25, 2.18, 1.53], [-2.19, 2.83, 0.89], [-4.63, 3.40, 1.47], [4.91, -2.82, -0.46], [-5.75, 3.15, 3.25], [0.09, -1.99, 2.41], [-3.92, 3.99, -0.91], [-3.62, -2.19, 0.70], [6.22, 0.21, -0.35], [5.91, -1.35, -2.01], [1.58, -2.27, 0.96], [0.21, -2.89, -1.27], [-4.58, -1.87, 1.11], [-6.68, 3.53, 1.84], [-6.08, 1.88, 2.00], [-1.53, -3.08, -1.51], [5.04, -0.65, -3.72], [-5.52, 4.82, 0.20], [-0.92, -2.72, 0.43]]
}

{
  "formula": "C5H3ClFN5",
  "method": "ωB97M-V/def2-TZVPD",
  "charge": 0,
  "orbital_gap_ev": [6.3820, 7.4741],
  "lumo_ev": [-1.20, -1.67],
  "elements": ["H", "F", "N", "C", "N", "C", "H", "Cl", "N", "C", "C", "C", "N", "H", "N"],
  "coordinates": [[2.57, 1.59, 0.94], [-0.89, -2.06, -3.51], [-1.21, -1.01, -1.59], [-0.87, -0.53, -0.41], [1.57, -1.13, -0.25], [-0.50, -1.12, -2.65], [1.69, 1.59, 2.33], [0.85, -0.22, -3.32], [-0.39, 0.93, 1.78], [0.62, 0.67, 1.06], [0.58, -0.46, -0.03], [-1.57, 0.28, 1.56], [1.80, 1.19, 1.44], [-2.41, 0.52, 2.25], [-1.84, -0.23, 0.40]]
}

Number 1: E -10684.330 eV. Number 2: E -24677.283 eV. Number 3: E -18000.977 eV. Number 4: E -120580.307 eV. Number 5: E -80344.160 eV. Number 6: E -27920.169 eV.